[1]
A structure of composition C45H40N5P2RuTe, computed with ωB97M-V/def2-TZVPD.

## Properties
E   -83192.8445 eV
Highest occupied orbital energy (spin up / spin down)   -15.698 / -15.922 eV
Orbital gap (spin up / spin down)   0.273 / 0.218 Eh

```
! RIJCOSX wB97M-V def2-TZVPD def2/J DEFGRID3
* xyz 3 5
Ru 0.163 -0.177 0.046
Te 3.780 1.289 3.172
C 4.131 -0.015 4.779
C 3.173 -0.350 5.724
C 3.551 -1.228 6.730
N 4.769 -1.751 6.836
C 5.673 -1.402 5.932
C 5.415 -0.530 4.876
C 2.445 0.276 2.059
P 0.796 -0.297 2.345
C 0.788 -2.109 2.318
C -0.430 -2.798 2.333
C -0.445 -4.180 2.413
C 0.752 -4.884 2.464
C 1.966 -4.207 2.449
C 1.988 -2.823 2.386
C 0.153 0.217 3.935
C 0.131 1.586 4.222
C -0.218 2.025 5.486
C -0.564 1.098 6.466
C -0.580 -0.258 6.173
C -0.224 -0.707 4.909
P 2.506 0.318 0.276
C 4.068 -0.384 -0.241
C 4.239 -1.770 -0.245
C 5.503 -2.304 -0.428
C 6.593 -1.459 -0.605
C 6.422 -0.082 -0.616
C 5.159 0.464 -0.436
C 2.386 2.011 -0.349
C 2.061 3.079 0.490
C 1.960 4.366 -0.021
C 2.168 4.591 -1.373
C 2.482 3.531 -2.220
C 2.589 2.248 -1.715
H 2.171 0.054 5.700
H 2.840 -1.517 7.496
H 6.661 -1.831 6.048
H 6.200 -0.285 4.172
H -1.369 -2.253 2.318
H -1.387 -4.711 2.456
H 0.740 -5.964 2.534
H 2.894 -4.759 2.514
H 2.932 -2.292 2.425
H 0.369 2.312 3.451
H -0.229 3.083 5.710
H -0.830 1.439 7.457
H -0.865 -0.973 6.933
H -0.231 -1.768 4.702
H 3.390 -2.430 -0.115
H 5.641 -3.377 -0.435
H 7.581 -1.879 -0.746
H 7.270 0.570 -0.774
H 5.032 1.539 -0.464
H 1.895 2.912 1.548
H 1.736 5.194 0.640
H 2.098 5.595 -1.771
H 2.661 3.713 -3.271
H 2.858 1.435 -2.379
C -2.537 -3.611 -0.857
C -3.780 -3.130 -0.476
C -3.905 -1.806 -0.079
C -2.783 -0.994 -0.075
N -1.570 -1.488 -0.384
C -1.451 -2.760 -0.775
C -2.826 0.464 0.207
C -4.011 1.177 0.317
C -3.967 2.547 0.517
C -2.734 3.177 0.598
C -1.592 2.410 0.476
N -1.634 1.084 0.282
H -2.403 -4.627 -1.198
H -4.649 -3.774 -0.496
H -4.869 -1.422 0.219
H -0.453 -3.102 -1.022
H -4.964 0.675 0.238
H -4.883 3.115 0.600
H -2.653 4.244 0.751
H -0.606 2.857 0.523
C -1.165 1.909 -4.925
C -0.410 1.011 -4.012
C 0.546 0.043 -4.271
C 0.910 -0.491 -3.036
N 0.220 0.115 -2.058
N -0.585 1.014 -2.682
C 1.904 -1.567 -2.774
H -0.921 1.678 -5.958
H -0.913 2.954 -4.739
H -2.241 1.789 -4.792
H 0.920 -0.245 -5.238
H -1.192 1.608 -2.140
H 1.832 -2.334 -3.545
H 1.748 -2.042 -1.804
H 2.923 -1.177 -2.798
*
```

---

[2]
A structure of composition C47H47BiN3O10PSSb, computed with ωB97M-V/def2-TZVPD.

## Properties
E   -106949.2989 eV
Highest occupied orbital energy   -5.308 eV
Orbital gap   0.269 Eh

```
! RIJCOSX wB97M-V def2-TZVPD def2/J DEFGRID3
* xyz -1 1
Bi -0.265 -0.267 0.277
O -4.109 2.589 3.368
C -4.818 2.212 2.290
C -6.076 2.788 2.110
C -6.855 2.445 1.022
C -6.401 1.517 0.089
C -5.152 0.950 0.262
C -4.347 1.282 1.349
C -3.002 0.668 1.443
O -2.587 -0.030 0.446
N -2.315 0.855 2.549
N -1.134 0.137 2.498
C -0.640 -0.229 3.621
C 0.350 -1.272 3.793
C 0.935 -1.427 5.058
C 1.649 -2.552 5.402
C 1.716 -3.603 4.479
C 1.150 -3.485 3.233
C 0.522 -2.286 2.807
O 0.120 -2.183 1.578
H -3.258 2.088 3.345
H -6.413 3.511 2.842
H -7.828 2.906 0.899
H -7.008 1.250 -0.766
H -4.766 0.234 -0.452
H -1.109 0.168 4.523
H 0.788 -0.637 5.788
H 2.100 -2.644 6.381
H 2.217 -4.526 4.751
H 1.196 -4.295 2.515
O -2.205 3.294 0.319
C -1.856 2.583 -0.617
O -0.750 1.934 -0.704
C -2.758 2.527 -1.843
C -3.549 3.650 -2.080
C -4.313 3.755 -3.227
C -4.288 2.732 -4.167
C -3.531 1.599 -3.923
C -2.783 1.463 -2.750
P -1.877 -0.100 -2.414
C -1.050 -0.325 -4.032
C -1.020 -1.536 -4.716
C -0.232 -1.688 -5.851
C 0.528 -0.629 -6.321
C 0.500 0.588 -5.648
C -0.275 0.736 -4.510
C -3.184 -1.397 -2.423
C -2.781 -2.650 -1.954
C -3.683 -3.701 -1.864
C -5.011 -3.514 -2.220
C -5.427 -2.268 -2.666
C -4.522 -1.221 -2.769
H -3.537 4.435 -1.336
H -4.918 4.638 -3.398
H -4.858 2.814 -5.085
H -3.508 0.806 -4.661
H -1.598 -2.376 -4.349
H -0.207 -2.642 -6.362
H 1.149 -0.751 -7.199
H 1.096 1.419 -6.005
H -0.274 1.677 -3.970
H -1.748 -2.802 -1.662
H -3.347 -4.662 -1.495
H -5.720 -4.328 -2.137
H -6.465 -2.104 -2.930
H -4.880 -0.255 -3.096
O 1.511 0.546 -1.632
C 2.058 0.092 -2.621
C 2.021 -1.271 -3.119
C 2.840 -1.566 -4.200
C 2.902 -2.846 -4.710
C 2.126 -3.877 -4.145
C 1.305 -3.613 -3.092
C 1.190 -2.291 -2.525
O 0.379 -2.052 -1.599
N 3.753 -3.126 -5.836
O 3.789 -4.272 -6.266
O 4.428 -2.217 -6.302
H 2.734 0.754 -3.203
H 3.442 -0.787 -4.651
H 2.194 -4.869 -4.569
H 0.690 -4.388 -2.652
C 6.098 -2.563 2.194
C 5.382 -1.374 1.569
S 3.591 -1.592 1.566
O 3.051 -0.401 0.831
C 3.460 -2.987 0.425
C 4.241 -2.812 -0.865
H 7.150 -2.330 2.357
H 6.047 -3.442 1.552
H 5.655 -2.821 3.159
H 5.707 -1.166 0.550
H 5.525 -0.468 2.160
H 2.382 -3.046 0.254
H 3.757 -3.875 0.989
H 4.115 -1.800 -1.249
H 3.869 -3.498 -1.626
H 5.305 -3.007 -0.726
C 0.481 3.842 2.025
Sb 1.465 2.107 1.268
C 2.772 3.081 -0.096
C 2.827 1.985 2.927
H 1.201 4.662 2.059
H 0.128 3.628 3.034
H -0.378 4.089 1.406
H 3.312 3.864 0.437
H 2.178 3.509 -0.901
H 3.465 2.352 -0.510
H 3.109 2.993 3.236
H 3.711 1.422 2.635
H 2.343 1.474 3.760
*
```

---

[3]
A structure of composition C4H10F2Li2N2O9S2 at a distorted geometry, computed with ωB97M-V/def2-TZVPD.

## Properties
E   -53229.6828 eV
Highest occupied orbital energy   -9.854 eV
Orbital gap   0.341 Eh

```
! RIJCOSX wB97M-V def2-TZVPD def2/J DEFGRID3
* xyz 0 1
Li 0.191 -0.198 -0.166
Li 0.088 -2.754 0.844
N -0.743 -1.795 -0.667
S -2.531 -1.490 -0.570
O -3.427 -2.590 -0.797
O -2.961 -0.152 -0.973
F -2.528 -1.422 1.050
S -0.963 -2.626 -1.980
O -1.413 -1.906 -3.178
O -1.389 -4.019 -1.828
F 0.675 -2.814 -2.153
N 1.322 -1.496 2.777
O 1.956 -0.991 3.758
O 1.236 -1.016 1.695
O 0.661 -2.558 2.931
C 2.015 0.931 -2.241
O 1.381 1.066 -1.002
C 1.215 2.422 -0.540
C 0.550 2.525 0.775
O -0.318 1.409 0.862
C -1.272 1.303 1.889
H 1.383 0.275 -2.839
H 3.056 0.622 -2.149
H 1.991 1.731 -2.981
H 0.776 3.021 -1.337
H 2.213 2.826 -0.364
H -0.065 3.416 0.900
H 1.314 2.459 1.549
H -1.362 0.305 2.317
H -2.250 1.733 1.671
H -0.803 1.782 2.748
*
```

---

[4]
The molecule C8H15N at a distorted geometry, computed with ωB97M-V/def2-TZVPD.

## Properties
E   -10025.6228 eV
Highest occupied orbital energy (spin up / spin down)   -7.406 / -7.407 eV
Orbital gap (spin up / spin down)   0.305 / 0.305 Eh

```
! RIJCOSX wB97M-V def2-TZVPD def2/J DEFGRID3
* xyz 0 1
C 0.197 -1.329 0.131
C 0.550 1.160 0.150
C 1.124 -0.189 0.639
C -1.357 0.123 -0.858
C 2.511 -0.676 0.269
C 1.076 -0.160 2.232
C -1.257 0.373 -2.337
C -2.737 0.560 -0.176
N -0.888 -1.076 -0.414
H 0.352 -2.386 0.355
H 0.475 1.912 0.883
H 1.034 1.462 -0.763
H 2.957 -1.310 0.986
H 3.169 0.173 0.112
H 2.670 -1.266 -0.612
H 0.122 0.171 2.469
H 1.873 0.417 2.751
H 1.174 -1.165 2.522
H -1.991 -0.203 -2.901
H -0.321 0.079 -2.763
H -1.554 1.499 -2.396
H -3.360 -0.159 -0.763
H -3.127 1.468 -0.424
H -2.691 0.523 0.905
*
```

---

[5]
A structure of composition C17H32Cl2O2P2Zr at a distorted geometry, computed with ωB97M-V/def2-TZVPD.

## Properties
E   -67121.8637 eV
Highest occupied orbital energy (spin up / spin down)   -11.887 / -11.887 eV
Orbital gap (spin up / spin down)   0.103 / 0.102 Eh

```
! RIJCOSX wB97M-V def2-TZVPD def2/J DEFGRID3
* xyz 2 1
P -0.809 -2.356 -0.099
P 0.193 1.189 -1.768
C -1.201 -1.313 -1.490
C -0.137 -0.524 -2.280
H -2.049 -0.651 -1.250
H -1.548 -2.120 -2.156
H 0.826 -1.025 -2.384
H -0.565 -0.422 -3.292
C -1.070 1.897 -3.125
H -0.921 2.976 -3.298
H -2.096 1.754 -2.775
H -0.945 1.396 -4.100
C 1.458 1.917 -3.058
H 1.395 1.389 -4.018
H 2.481 1.790 -2.715
H 1.358 2.998 -3.238
C -2.474 -3.367 -0.017
H -2.639 -4.019 0.868
H -2.246 -4.009 -0.871
H -3.398 -2.801 -0.181
C 0.584 -3.383 -0.662
H 1.411 -2.671 -0.825
H 0.340 -3.885 -1.618
H 0.934 -4.144 0.058
Zr -1.715 -2.428 2.009
C 0.973 3.358 -0.667
C -0.306 2.681 -0.583
C -0.848 1.929 0.629
C 0.202 0.918 1.163
C 1.412 0.463 0.474
C 1.996 0.904 -0.670
C 2.936 2.021 -0.279
C 2.069 3.172 0.276
C 0.490 -3.073 2.285
H 1.121 4.120 -1.431
H -1.127 3.243 -1.082
H -1.776 1.392 0.335
H -1.222 2.583 1.439
H 0.404 1.256 2.202
H -0.365 -0.033 1.243
H 1.622 -0.591 0.698
H 2.369 0.147 -1.369
H 3.613 2.362 -1.032
H 3.577 1.699 0.570
H 1.635 2.915 1.259
H 2.681 4.068 0.468
H 0.723 -2.338 3.066
H 1.403 -3.261 1.705
H 0.246 -4.005 2.820
Cl -1.693 2.011 4.570
C -1.140 0.465 4.757
Cl -2.956 -4.099 3.276
C -1.421 -0.516 3.787
O -0.980 -1.707 4.051
O -2.076 -0.355 2.647
H -0.726 0.083 5.675
*
```

---

[6]
The molecule C6H11N at a distorted geometry, computed with ωB97M-V/def2-TZVPD.

## Properties
E   -7889.8315 eV
SMILES   CC(C)[C@@H](C)C#N
Highest occupied orbital energy   -10.998 eV
Orbital gap   0.440 Eh

```
! RIJCOSX wB97M-V def2-TZVPD def2/J DEFGRID3
* xyz 0 1
C -1.267 0.249 1.486
C -0.046 -0.159 0.656
C -0.190 -1.604 0.111
C 0.214 0.884 -0.485
C 1.672 0.938 -0.954
C -0.621 0.398 -1.587
N -1.150 -0.444 -2.179
H -1.178 1.270 1.878
H -1.398 -0.421 2.343
H -2.177 0.198 0.878
H 0.842 -0.090 1.306
H -0.836 -1.699 -0.815
H -0.677 -2.236 0.854
H 0.798 -2.022 -0.120
H -0.097 1.883 -0.155
H 1.781 1.625 -1.798
H 2.323 1.282 -0.144
H 2.007 -0.053 -1.276
*
```

---

[7]
The molecule C6H5Cl2I at a distorted geometry, computed with ωB97M-V/def2-TZVPD.

## Properties
E   -39446.0441 eV
SMILES   ClC(Cl)=C/C=C\C=C\I
Highest occupied orbital energy   -8.399 eV
Orbital gap   0.310 Eh

```
! RIJCOSX wB97M-V def2-TZVPD def2/J DEFGRID3
* xyz 0 1
C -0.203 1.479 -0.478
C 1.180 1.409 0.050
C -1.045 0.444 -0.397
C 1.980 0.299 -0.106
C -0.862 -0.720 0.435
C -1.616 -1.845 0.321
Cl -1.487 -3.190 1.344
Cl -2.793 -2.157 -0.890
I 3.896 0.044 0.579
H -0.218 2.406 -1.036
H 1.749 2.226 0.567
H -2.053 0.407 -0.809
H 1.742 -0.317 -0.918
H -0.270 -0.486 1.340
*
```

---

[8]
A cluster of 7 separate species, C13H42N2O7 in total at a distorted geometry, computed with ωB97M-V/def2-TZVPD.

## Properties
E   -31471.9239 eV
SMILES   COC[C@H](C)N.COC[C@H](C)N.CO.CO.CO.CO.CO
Highest occupied orbital energy   -8.710 eV
Orbital gap   0.340 Eh

```
! RIJCOSX wB97M-V def2-TZVPD def2/J DEFGRID3
* xyz 0 1
C 4.948 -1.200 0.150
O 5.645 0.023 0.408
H 5.495 -2.088 0.489
H 4.061 -1.163 0.785
H 4.707 -1.288 -0.909
H 6.380 0.083 -0.209
C 2.676 -2.158 -2.904
O 1.540 -2.982 -2.703
H 2.704 -1.528 -2.020
H 3.597 -2.753 -2.910
H 2.627 -1.579 -3.828
H 1.414 -3.633 -3.396
C 0.523 -0.218 -0.413
O 0.071 -0.603 0.870
H 1.607 -0.106 -0.540
H 0.235 -1.024 -1.093
H 0.015 0.700 -0.735
H 0.285 0.050 1.582
C -2.147 2.472 0.767
O -1.877 3.280 1.899
H -3.206 2.516 0.498
H -1.608 2.883 -0.088
H -1.866 1.424 0.895
H -2.623 3.275 2.504
C -1.401 -3.346 -0.784
O -1.838 -2.704 0.414
H -0.340 -3.613 -0.733
H -1.977 -4.252 -0.967
H -1.511 -2.681 -1.651
H -1.271 -1.913 0.451
C 2.429 0.608 3.193
C 1.481 1.786 3.016
C 1.701 2.597 1.751
O 2.883 3.353 1.774
C 3.954 2.707 1.117
N 0.091 1.284 3.027
H 2.203 0.054 4.108
H 3.458 0.943 3.347
H 2.401 -0.077 2.344
H 1.646 2.458 3.870
H 0.858 3.263 1.553
H 1.702 1.923 0.880
H 4.031 1.675 1.457
H 4.888 3.203 1.375
H 3.880 2.679 0.023
H -0.554 2.034 2.764
H -0.180 0.920 3.930
C -4.881 -0.198 0.447
C -4.710 -0.687 -0.981
C -3.533 0.050 -1.642
O -3.305 -0.519 -2.909
C -2.204 0.037 -3.575
N -4.549 -2.132 -0.995
H -5.158 0.857 0.465
H -3.965 -0.399 1.006
H -5.702 -0.731 0.927
H -5.579 -0.402 -1.585
H -2.626 -0.020 -1.023
H -3.795 1.115 -1.736
H -2.196 1.136 -3.630
H -2.230 -0.317 -4.607
H -1.258 -0.263 -3.107
H -3.696 -2.366 -0.473
H -4.348 -2.448 -1.939
*
```